13
Properties=species:S:1:pos:R:3 method="wB97M-V/def2-TZVPD" orbital_gap_ev=10.632 e_tot_ha=-211.567930 charge=0 smiles=NCO.C
C 1.02690 -3.04816 -1.98026
H 0.60716 -2.27184 -1.34901
H 2.07862 -3.20648 -1.74330
H 0.91493 -2.76664 -3.01911
H 0.52818 -3.98668 -1.73965
N 0.29011 2.56129 0.87110
C -0.55750 1.55836 1.47777
O -1.89245 1.78728 1.00601
H 0.10077 2.68935 -0.10348
H 0.18743 3.39369 1.43191
H -0.16970 0.56922 1.20160
H -0.61670 1.58301 2.56889
H -2.49775 1.13759 1.37753